Entry from the Open Molecules 2025 dataset: a structure of composition F6N3NaO12S6 (ωB97M-V/def2-TZVPD).

The geometry in XYZ format:
```
28
Properties=species:S:1:pos:R:3:forces:R:3:mulliken_charge:R:1
Na -1.8396 0.8487 -0.7737 0.7 0.2 0.1 0.97
N -0.3257 3.7919 0.8057 -0.1 3.6 -2.7 -0.36
S 0.8346 3.3598 1.6702 4.7 -6.5 3.2 1.11
O 1.6691 4.3684 2.3222 -1.6 -1.4 -0.7 -0.57
O 1.5253 2.1988 1.0236 -1.2 2.5 2.0 -0.59
F -0.0261 2.6040 2.8356 0.5 0.9 -0.4 -0.29
S 0.6555 4.8737 -0.0990 -0.9 3.7 -2.4 1.07
O 1.8485 4.3324 -0.7262 -1.8 0.7 1.2 -0.49
O 0.6787 6.2746 0.4071 -0.3 -3.6 -1.1 -0.59
F -0.3952 4.9349 -1.3438 0.4 0.0 0.8 -0.28
N -1.3060 -5.0847 4.2488 1.8 1.2 -5.4 -0.33
S -1.1826 -4.0732 2.8151 2.0 1.2 -1.4 1.05
O -1.4735 -2.6324 2.9279 -0.2 -2.7 -0.2 -0.53
O -1.5514 -4.6974 1.5563 0.4 0.1 1.9 -0.59
F 0.4209 -3.9904 2.8208 -0.4 -0.7 -0.2 -0.25
S -2.3667 -4.2155 4.8911 -3.5 1.8 4.1 1.13
O -3.7015 -4.2774 4.3099 1.2 0.5 0.3 -0.63
O -1.8836 -2.9821 5.4705 -0.9 -0.8 -0.2 -0.58
F -2.4967 -5.1639 6.1414 -0.4 -0.5 1.1 -0.28
N 0.4560 0.1359 -3.8690 3.3 -2.6 3.0 -0.20
S 1.9347 -0.6668 -3.9219 0.9 -6.1 1.5 1.07
O 3.0850 0.0925 -3.6130 0.2 1.0 -0.5 -0.53
O 2.0109 -1.8138 -4.8745 -0.1 3.5 1.2 -0.58
F 1.8288 -1.5781 -2.6166 -1.0 0.7 0.7 -0.28
S 0.5890 0.6018 -5.2901 -3.0 4.6 -6.9 1.03
O 0.2116 -0.3902 -6.2876 1.1 1.3 0.6 -0.58
O 1.5630 1.6753 -5.5763 -1.1 -2.7 0.3 -0.59
F -0.7630 1.4730 -5.2543 -0.5 0.4 0.1 -0.33
```
Forces are in eV/Å.

Largest force on an atom (eV/Å): 8.76
Orbital gap (eV): 6.882
Total charge: -2
Energy above the lowest of the compared OMol25 structures with the same formula, charge and spin (eV): 5.654